Here is C20H48BF10NO22PtS8 as an isolated structure in a non-equilibrium geometry from the OMol25 dataset. Energies are from ωB97M-V/def2-TZVPD.

Values from the calculation:
Strongest force on any atom in hartree/bohr: 0.0611
E_LUMO (alpha / beta) in eV: -0.695 / -2.801
Multiplicity: 3
Highest occupied orbital energy (alpha / beta) in eV: -10.559 / -10.563
Net charge: 0

Element x y z (Å)
Pt1 -0.2741 -0.9580 2.8104
B1 0.4575 1.0227 4.7378
F1 0.2188 2.3587 4.5687
F2 -0.7598 0.2740 4.5531
F3 1.2353 0.5040 3.6269
F4 1.1047 0.7404 5.9099
C1 2.6340 0.2898 0.3644
F5 2.8956 -0.0571 1.6160
F6 2.8214 1.5816 0.2206
F7 3.4489 -0.3445 -0.4890
S1 0.9206 -0.2614 -0.1582
O1 0.6804 0.3744 -1.4128
O2 0.8658 -1.6886 -0.2483
N1 -0.0554 0.2190 1.1027
S2 -0.7577 1.6749 0.8735
O3 -1.5291 2.0137 2.0303
O4 0.1877 2.6243 0.4078
C2 -2.0564 1.4671 -0.4805
F8 -2.1271 0.1585 -0.8315
F9 -3.2512 1.8887 -0.1324
F10 -1.6230 2.1192 -1.5558
O5 7.1902 -5.2554 -4.6615
S3 6.2369 -5.4545 -3.6263
O6 6.6210 -5.2943 -2.2565
O7 5.0055 -4.4670 -3.8623
C3 3.9958 -4.4226 -2.8451
C4 4.0829 -3.3271 -1.8113
C5 5.4968 -7.0568 -3.8021
H1 3.9077 -5.3806 -2.3366
H2 3.0758 -4.1554 -3.3585
H3 4.9873 -3.4476 -1.2049
H4 3.2437 -3.3303 -1.1202
H5 4.1923 -2.3818 -2.3352
H6 4.7238 -7.0949 -3.0402
H7 6.2793 -7.7806 -3.5833
H8 5.1002 -7.2641 -4.7907
O8 -1.3895 5.1244 1.1557
S4 -1.6101 6.0804 2.1932
O9 -1.3417 7.4600 1.9867
O10 -3.1869 5.9366 2.4984
C6 -3.7542 4.7233 2.9511
C7 -5.2572 4.8130 2.7554
C8 -0.9624 5.4096 3.7326
H9 -3.6396 4.6546 4.0421
H10 -3.3310 3.8195 2.5094
H11 -5.4992 5.1470 1.7437
H12 -5.6830 5.6224 3.3566
H13 -5.7810 3.9108 3.0634
H14 -1.4127 5.8253 4.6220
H15 0.1066 5.6129 3.6595
H16 -1.0772 4.3480 3.5157
O11 1.9892 -4.7404 2.3734
S5 2.4154 -3.4306 2.6797
O12 1.5507 -2.2866 2.6012
O13 2.9253 -3.5074 4.1907
C9 3.3231 -2.2528 4.7698
C10 4.5928 -2.4168 5.5731
C11 3.9799 -3.1048 1.8744
H17 2.5165 -1.8513 5.3928
H18 3.4310 -1.3899 4.1004
H19 4.8453 -1.4517 6.0175
H20 5.4248 -2.7786 4.9744
H21 4.3768 -3.0424 6.4408
H22 4.5899 -3.9804 1.6973
H23 4.4919 -2.2575 2.3246
H24 3.6836 -2.6640 0.9171
O14 -1.1310 -2.6505 1.7305
S6 -1.6923 -3.7883 1.0358
O15 -1.0308 -5.0486 1.0703
O16 -3.1653 -3.9731 1.5637
C12 -3.2683 -4.4271 2.9569
C13 -3.9696 -5.7688 2.9658
C14 -2.0198 -3.3666 -0.6507
H25 -3.9269 -3.7020 3.4251
H26 -2.2789 -4.5376 3.3952
H27 -4.1477 -6.0695 4.0007
H28 -3.5082 -6.5264 2.3401
H29 -5.0001 -5.6478 2.6147
H30 -1.0956 -3.0741 -1.1462
H31 -2.7325 -2.5471 -0.5744
H32 -2.4092 -4.2862 -1.0769
O17 -6.2413 7.7802 -1.6636
S7 -5.4978 8.0920 -2.8419
O18 -4.6585 9.2413 -2.9432
O19 -4.6366 6.8224 -3.2760
C15 -4.1333 5.9746 -2.1848
C16 -2.7948 5.4412 -2.6057
C17 -6.5799 8.1304 -4.2607
H33 -4.8907 5.1980 -2.0856
H34 -4.0783 6.5451 -1.2601
H35 -1.9927 6.1729 -2.6091
H36 -2.8689 4.8896 -3.5443
H37 -2.5006 4.6600 -1.8966
H38 -6.9776 7.1427 -4.4618
H39 -5.9291 8.4632 -5.0661
H40 -7.3320 8.8887 -4.0628
O20 0.4528 -2.5276 -5.3599
S8 0.4805 -2.2496 -3.9650
O21 0.2850 -3.2832 -3.0064
O22 1.7595 -1.3413 -3.5684
C18 2.6096 -0.8805 -4.6373
C19 3.7721 -0.1205 -4.0291
C20 -0.7710 -0.9771 -3.6936
H41 2.0297 -0.1527 -5.2107
H42 2.9921 -1.7023 -5.2363
H43 4.4595 0.2958 -4.7640
H44 4.3966 -0.8778 -3.5445
H45 3.4983 0.6211 -3.2834
H46 -0.3541 -0.0364 -4.0582
H47 -1.0927 -0.8024 -2.6769
H48 -1.5228 -1.2153 -4.4459